(1)
{
  "formula": "C4H4Cl12",
  "method": "ωB97M-V/def2-TZVPD",
  "de_lowest_kj_mol": 83.80,
  "homo_energy_ha": -0.408,
  "smiles": "ClC(Cl)Cl.ClC(Cl)Cl.ClC(Cl)Cl.ClC(Cl)Cl",
  "species": ["Cl", "Cl", "Cl", "Cl", "Cl", "Cl", "Cl", "Cl", "Cl", "Cl", "Cl", "Cl", "C", "C", "C", "C", "H", "H", "H", "H"],
  "xyz": [[3.872359, -2.741347, -3.677289], [-5.272750, 6.605122, -0.992428], [1.040701, -3.323346, -4.219831], [-4.248331, 9.099520, 0.440095], [-0.890784, -0.000857, 2.975710], [1.125772, 1.555378, 1.712056], [3.019799, -3.363606, -6.416744], [3.109359, -4.760489, 3.882879], [-3.807394, 8.623539, -2.382460], [0.565139, -5.821347, 2.993318], [-1.459983, 1.346325, 0.339819], [1.112575, -5.596793, 5.915231], [1.795612, -5.956067, 4.277227], [-3.983402, 7.838434, -0.776686], [-0.267902, 0.458628, 1.337765], [2.586260, -2.524595, -4.862399], [2.388766, -1.461159, -4.997255], [0.067674, -0.374180, 0.719770], [-3.050009, 7.320940, -0.555143], [2.296541, -6.924101, 4.286367]],
  "forces_ev_per_a": [[-0.19, 0.18, -0.25], [0.40, 0.56, 0.73], [1.11, 0.83, -0.50], [-0.23, -0.69, -0.15], [-0.05, -0.20, -1.33], [-0.38, -0.55, -0.61], [-0.28, 0.88, 0.95], [-0.55, -0.57, 0.36], [0.23, -0.08, 0.39], [0.35, -0.39, 0.68], [0.27, -0.44, 0.55], [0.38, -0.36, -1.09], [0.34, 1.20, 0.06], [-0.10, 0.09, -1.01], [0.19, 1.20, 0.77], [-0.68, -1.50, 0.03], [0.03, -0.38, -0.22], [-0.03, -0.03, 0.61], [-0.31, 0.12, 0.04], [-0.52, 0.11, -0.01]],
  "lowdin_charge": [0.51, 0.49, 0.43, 0.52, 0.48, 0.46, 0.47, 0.46, 0.47, 0.50, 0.49, 0.48, -1.45, -1.50, -1.44, -1.43, 0.02, 0.02, 0.01, 0.02]
}

---

(2)
{
  "formula": "C4H4Cl12",
  "method": "ωB97M-V/def2-TZVPD",
  "de_lowest_kj_mol": 9.90,
  "homo_energy_ha": -0.407,
  "smiles": "ClC(Cl)Cl.ClC(Cl)Cl.ClC(Cl)Cl.ClC(Cl)Cl",
  "species": ["Cl", "Cl", "Cl", "Cl", "Cl", "Cl", "Cl", "Cl", "Cl", "Cl", "Cl", "Cl", "C", "C", "C", "C", "H", "H", "H", "H"],
  "xyz": [[-1.470928, 3.270118, -2.596633], [-2.986859, 4.616317, -0.483994], [2.702624, -3.051312, 0.320142], [2.214750, -5.864712, 0.868645], [0.990961, -0.238136, -3.345844], [0.788862, 1.505492, 4.397500], [1.965394, -4.841221, -1.843298], [-1.820034, 1.360430, 3.178262], [0.957886, -0.049504, -0.463142], [0.253008, 3.024287, 2.007151], [-0.652169, -2.057062, -1.803918], [-2.189900, 1.867807, -0.164065], [0.008601, -0.416549, -1.922861], [-1.762484, 3.438028, -0.853582], [-0.091181, 1.532285, 2.872317], [1.768709, -4.478733, -0.122658], [-0.834180, 0.261456, -1.916959], [0.720133, -4.269331, 0.039371], [-0.795682, 3.707536, -0.453102], [0.232488, 0.682807, 2.286669]],
  "forces_ev_per_a": [[-0.17, 0.06, -0.07], [-0.02, 0.25, 0.00], [0.00, -0.08, 0.03], [0.00, -0.01, 0.02], [0.03, 0.13, -0.27], [0.14, -0.05, 0.07], [0.02, -0.01, 0.08], [-0.02, -0.04, 0.03], [-0.03, 0.11, -0.10], [0.13, 0.10, -0.08], [-0.03, 0.01, -0.04], [-0.14, -0.04, -0.09], [-0.04, -0.28, 0.67], [0.37, -0.56, -0.34], [-0.18, -0.06, 0.33], [0.03, -0.01, -0.20], [0.06, 0.12, -0.25], [0.00, 0.06, 0.07], [-0.15, 0.23, 0.32], [0.01, 0.07, -0.16]],
  "lowdin_charge": [0.53, 0.57, 0.51, 0.53, 0.56, 0.54, 0.51, 0.52, 0.50, 0.54, 0.53, 0.52, -1.55, -1.56, -1.56, -1.57, -0.05, -0.01, -0.03, -0.02]
}